A single C5H8N2S molecule. Source: OMol25; level of theory: ωB97M-V/def2-TZVPD.

The relative energy (zero: lowest compared OMol25 entry of this formula, charge and spin) comes out at 251.3 kJ/mol. The calculation puts the orbital gap at 8.57 eV. The molecular weight is 128.20 g mol⁻¹. Its spin multiplicity is 1. As for the charge: 0. The SMILES is CC1=CCNN1C=S.

```
16
Properties=species:S:1:pos:R:3:forces:R:3
C 0.79299 1.79553 -0.12546 1.29 1.02 -2.87
C 0.01610 0.55401 -0.07747 -1.47 -0.18 2.14
C -1.29196 0.52052 0.24154 1.90 1.91 -0.92
C -1.79001 -0.85503 0.38927 0.31 0.35 1.18
N -0.63489 -1.63960 -0.18010 -0.60 -0.29 1.47
N 0.49838 -0.76834 -0.04988 -0.36 0.85 -1.00
C 1.74650 -1.21311 -0.09567 0.51 0.23 0.82
S 3.17880 -0.42949 0.24579 -0.89 -0.38 -0.44
H 0.07964 2.59283 -0.47593 0.84 -0.63 0.29
H 1.27376 2.14095 0.76970 0.03 -0.27 0.69
H 1.65918 1.69334 -0.88266 -1.45 0.35 1.03
H -1.71881 1.51165 0.33130 -0.91 -0.47 0.20
H -2.73035 -0.88220 -0.19017 0.44 -1.09 0.42
H -1.90179 -1.06143 1.50252 -0.28 -0.23 -1.39
H -0.86755 -1.69890 -1.13939 0.17 -0.13 -1.47
H 1.69001 -2.26074 -0.26341 0.45 -1.05 -0.16
```
Forces are in eV/Å.

Atomic partial charges in e from the Mulliken method, atoms 1 to 5: number 1, C, carries -1.316; number 2, C, carries 0.452; number 3, C, carries -0.494; number 4, C, carries -0.390; number 5, N, carries -0.544

2 unconnected molecules or ions with the total composition C33H35FN2O4S. Source: OMol25; level of theory: ωB97M-V/def2-TZVPD.

The relative energy (zero: lowest compared OMol25 entry of this formula, charge and spin) comes out at 0.0 kJ/mol. The calculation puts the orbital gap at 3.45 eV. The molecular weight is 574.72 g mol⁻¹. Its spin multiplicity is 1. As for the charge: 0.

```
76
Properties=species:S:1:pos:R:3:forces:R:3
C 3.64874 -5.54874 -0.17827 -0.08 0.04 0.35
C 4.86807 -4.64991 -0.38717 0.11 -0.16 -0.40
N 4.53181 -3.28250 -0.10967 -0.47 0.00 0.00
C 5.51809 -2.22855 0.01508 0.38 0.34 -0.08
C 4.67751 -0.94526 0.20528 0.53 0.64 0.25
C 3.26860 -1.39992 0.00919 -1.24 -0.16 -0.26
C 2.06267 -0.74767 0.04373 0.52 0.02 0.06
C 0.83359 -1.45453 -0.19761 -0.02 -0.22 -0.42
C -0.40792 -0.78094 -0.02859 0.28 -0.81 -0.03
C -1.66689 -1.42671 0.12513 -0.29 -0.41 0.38
C -2.88746 -0.70201 -0.11896 -0.24 -0.24 0.04
C -4.09420 -1.36533 -0.10653 1.07 -0.17 0.19
C -4.10739 -2.75914 0.11804 -0.14 -0.10 -0.15
N -5.35481 -3.26526 0.00120 0.26 -0.05 -0.13
C -5.69453 -4.63561 0.28008 -0.15 -0.12 0.42
C -4.47795 -5.53991 0.08680 0.03 0.10 -0.37
C -3.17282 -4.98189 0.68825 0.11 -0.50 0.53
C -2.97412 -3.51389 0.44804 0.30 0.78 -0.06
C -1.77875 -2.80669 0.53391 -0.36 -0.02 -0.59
C -6.34985 -2.22133 -0.12310 -0.29 0.28 0.11
C -5.51003 -0.93269 -0.31686 -0.69 0.59 -0.26
C 0.94028 -2.83033 -0.62668 0.44 -0.31 0.63
C 2.13932 -3.53652 -0.54404 -0.54 0.73 -0.06
C 3.28287 -2.78681 -0.22837 0.27 0.01 0.34
C 2.33659 -5.00509 -0.77978 -0.13 -0.44 -0.56
H 3.87192 -6.53688 -0.59359 -0.11 0.14 0.11
H 3.50367 -5.67046 0.90161 0.04 -0.02 -0.11
H 5.69130 -4.93801 0.28086 -0.19 -0.08 -0.15
H 5.24215 -4.73914 -1.42255 -0.05 -0.01 0.17
H 6.19860 -2.41696 0.85284 -0.14 -0.05 -0.07
H 6.13509 -2.16465 -0.89299 -0.10 -0.09 0.09
H 4.83065 -0.52258 1.20678 -0.05 -0.03 -0.24
H 4.96313 -0.17655 -0.52616 -0.10 -0.16 0.27
H 2.04248 0.31307 0.26199 -0.31 0.08 -0.03
H -0.37915 0.30715 -0.01645 0.15 0.09 -0.01
H -2.85169 0.36643 -0.33649 0.13 -0.23 0.04
H -6.07857 -4.72389 1.31339 0.08 0.03 -0.19
H -6.51650 -4.93323 -0.38909 0.25 0.01 0.16
H -4.70558 -6.52182 0.51657 0.13 0.17 -0.11
H -4.33396 -5.67979 -0.99090 0.00 -0.01 0.12
H -3.16074 -5.19388 1.76841 0.04 0.07 -0.18
H -2.33518 -5.53525 0.24930 -0.07 0.02 0.16
H -0.89690 -3.32726 0.90861 -0.19 0.21 -0.14
H -7.03356 -2.42324 -0.95958 0.20 0.04 0.14
H -6.96316 -2.16547 0.79173 0.13 -0.04 -0.17
H -5.81688 -0.16748 0.40630 0.11 -0.08 -0.23
H -5.67107 -0.52551 -1.32327 0.10 0.00 0.23
H 0.05547 -3.35143 -1.00320 0.29 0.22 0.17
H 2.31308 -5.22257 -1.85910 0.00 0.05 0.20
H 1.49876 -5.55206 -0.33121 0.13 -0.01 -0.16
C 3.35890 4.11609 -3.09893 0.44 -0.02 -0.28
C 2.51741 3.08345 -2.39858 -0.65 0.77 0.64
O 1.75529 3.88227 -1.44825 0.90 -1.60 -1.10
C 1.05528 3.20699 -0.51243 -1.56 3.16 1.85
C 0.25934 4.16186 0.24338 1.06 1.12 -2.48
F -0.17505 3.76047 1.43636 -0.53 -0.48 1.97
S 0.92185 5.93855 0.20328 -0.54 -2.49 -0.52
C -0.00585 7.11738 1.23735 0.00 -0.21 0.18
C -0.92222 7.97811 0.63056 -0.23 0.08 0.26
C -1.62989 8.90326 1.41180 0.41 -0.29 0.09
C -1.39871 8.97465 2.79023 0.06 -0.19 -0.05
C -0.42618 8.15791 3.38055 0.07 -0.08 -0.45
C 0.28634 7.23878 2.59583 -0.27 0.08 0.15
O 2.25640 5.84303 0.76495 0.09 0.96 0.13
O 0.68804 6.41535 -1.14460 0.41 0.40 0.27
O 1.07410 1.99144 -0.33051 0.21 -0.93 -0.36
H 3.90389 3.66561 -3.93121 0.01 0.01 -0.06
H 2.73175 4.92723 -3.48236 0.12 -0.14 0.12
H 4.09675 4.52960 -2.40146 -0.23 0.04 -0.13
H 1.81941 2.57551 -3.07966 0.19 0.01 0.16
H 3.12801 2.34206 -1.86604 -0.22 0.09 -0.12
H -1.07354 7.93823 -0.44499 0.05 -0.15 0.21
H -2.34316 9.57309 0.93281 0.13 -0.17 0.15
H -1.98140 9.66244 3.41064 0.27 -0.17 -0.25
H -0.20383 8.24180 4.44464 -0.10 -0.02 -0.27
H 1.07230 6.62350 3.03372 -0.24 0.09 -0.13
```
Forces are in eV/Å.

Atomic partial charges in e from the Mulliken method, atoms 1 to 5: number 1, C, carries -0.813; number 2, C, carries -0.623; number 3, N, carries 0.023; number 4, C, carries -0.742; number 5, C, carries -0.568

8 unconnected molecules or ions with the total composition C6H24O7. Source: OMol25; level of theory: ωB97M-V/def2-TZVPD.

The relative energy (zero: lowest compared OMol25 entry of this formula, charge and spin) comes out at 214.8 kJ/mol. The calculation puts the orbital gap at 8.91 eV. The molecular weight is 208.25 g mol⁻¹. Its spin multiplicity is 1. As for the charge: 0. The SMILES is C=CCC(=C)C.O.O.O.O.O.O.O.

```
37
Properties=species:S:1:pos:R:3:forces:R:3
C 0.95885 -1.63175 3.32845 -0.52 1.13 1.23
C 0.48827 -1.51033 2.08721 0.58 -1.65 0.90
C 1.23644 -1.94475 0.87296 -0.66 2.78 -1.12
C 0.36998 -2.58581 -0.17111 -0.53 -0.87 -0.35
C -0.65483 -3.36343 0.17388 -0.20 0.37 0.53
C 0.74602 -2.49086 -1.62751 -0.57 -0.29 -0.40
H 1.97592 -1.71427 3.72289 0.01 -0.74 -1.06
H 0.33271 -1.40639 4.19625 -0.29 0.24 -0.42
H -0.53506 -1.19815 1.88957 0.05 -0.06 0.26
H 2.14851 -2.49496 1.04499 0.31 0.02 0.18
H 1.44461 -0.92727 0.43718 0.73 -0.95 -0.06
H -1.30958 -3.83274 -0.54744 0.09 -0.06 -0.10
H -0.89978 -3.49788 1.22681 0.00 -0.10 -0.18
H -0.02655 -2.95073 -2.25035 -0.03 -0.25 0.24
H 1.63932 -3.09332 -1.75524 0.43 0.17 -0.30
H 0.87693 -1.49805 -2.06227 0.11 -0.40 0.73
O -2.48544 1.96523 1.00589 -0.37 0.47 0.69
H -3.10304 2.20982 1.72485 0.42 -0.35 -0.69
H -2.92567 1.29274 0.48662 -0.25 -0.37 0.08
O -1.06273 3.86430 -0.30261 0.07 -0.33 -0.93
H -1.68126 3.23992 0.11961 0.33 0.38 0.52
H -0.86437 4.60416 0.26707 -0.21 0.01 0.33
O 3.75669 1.71421 -0.32596 0.07 0.16 0.23
H 4.40655 2.30310 -0.71065 0.12 0.18 -0.01
H 3.61045 1.04206 -1.00159 0.05 -0.23 -0.07
O 1.16432 2.66941 -2.26472 -0.54 -0.09 0.24
H 1.15754 3.01660 -1.36755 0.26 0.22 0.21
H 0.20809 2.67638 -2.44898 0.19 -0.13 -0.38
O 2.21120 0.02593 -1.74225 -0.13 0.90 0.21
H 1.85511 -0.04764 -2.63189 0.23 0.07 -0.19
H 1.85950 0.90469 -1.47422 0.10 -0.39 -0.36
O -3.81653 -0.56590 2.64666 -0.27 1.39 0.14
H -3.54878 -1.47556 2.64619 0.42 -0.54 0.33
H -3.42293 -0.09332 3.40418 -0.11 -0.83 -0.51
O -1.75372 2.40293 -3.05464 0.81 1.06 0.47
H -2.26446 1.66361 -3.33379 -0.68 -0.83 -0.13
H -2.09229 2.72805 -2.20851 -0.04 -0.09 -0.26
```
Forces are in eV/Å.

Atomic partial charges in e from the Mulliken method, atoms 1 to 5: number 1, C, carries -0.866; number 2, C, carries -0.353; number 3, C, carries 0.070; number 4, C, carries 0.665; number 5, C, carries -1.130